No. 1
13
Properties=species:S:1:pos:R:3:forces:R:3 method="wB97M-V/def2-TZVPD" total_energy_ev=-10278.5636 orbital_gap_ev="8.692 / 8.694" total_charge=0 e_above_lowest_kcal_mol=143.8
C 0.30678 2.22139 -2.58328 1.3880 0.4814 1.2214
C -0.21270 1.97382 -1.23193 0.2713 -0.9281 3.7257
C -0.32933 -1.31330 0.45676 1.5675 -2.6715 -0.9428
N -0.72794 2.20675 -0.14627 0.5931 -0.3668 -2.7890
N 0.36772 -0.08435 0.37166 0.0158 3.5617 0.2278
O -0.39191 1.91959 -3.49403 0.1730 0.1321 -1.2933
O 0.77205 0.22461 -0.88115 -0.1778 0.4044 -0.3080
H 1.41747 2.63596 -2.57961 -1.9812 -0.7437 -0.3985
H -0.85526 -1.37921 -0.48702 -0.4367 -0.1458 -0.0023
H 0.51150 -2.07988 0.37089 -1.4153 0.1749 0.3165
H -0.98889 -1.55385 1.29964 0.3808 0.7216 -0.0105
H -0.52862 1.22832 0.38050 0.1838 -0.1488 0.6818
H 1.12482 0.10874 1.04656 -0.5624 -0.4715 -0.4287

No. 2
13
Properties=species:S:1:pos:R:3:forces:R:3 method="wB97M-V/def2-TZVPD" total_energy_ev=-10281.1326 orbital_gap_ev=9.526 total_charge=0 e_above_lowest_kcal_mol=84.5
N 1.16821 0.09830 1.16282 -0.0709 -0.1541 -0.0339
C 0.75879 1.20036 0.49972 0.2772 0.2697 0.0909
O 1.27008 2.29449 0.66045 -0.3189 -0.1330 -0.1039
C -0.32657 1.06093 -0.58415 0.2567 0.0796 -0.1009
O -1.57953 0.35620 -0.29622 -0.0872 -0.2123 0.1482
C -1.78623 -0.92243 -0.22387 0.4226 0.4338 0.0977
N -0.55028 -1.66738 -0.39595 -0.3703 -0.1686 0.2414
H 1.99708 0.18267 1.73714 -0.2416 0.0417 -0.1494
H 0.88990 -0.79530 0.78584 0.0099 -0.0665 0.0729
H 0.14128 0.62566 -1.46913 -0.0675 0.0691 0.0266
H -0.64538 2.08453 -0.78224 0.0301 -0.2575 -0.0943
H -0.73192 -2.46706 0.20874 0.0844 -0.2109 -0.1485
H -0.55619 -2.10248 -1.32235 0.0755 0.3092 -0.0470

No. 3
13
Properties=species:S:1:pos:R:3:forces:R:3 method="wB97M-V/def2-TZVPD" smiles="CC(=O)N(N)C=O" total_energy_ev=-10280.8246 orbital_gap_ev=9.679 total_charge=0 e_above_lowest_kcal_mol=91.6
C 1.50384 -0.58116 -0.52454 -2.7710 1.7727 1.9504
C -1.10761 0.32763 0.40589 0.6712 -0.6784 -0.1798
C -1.55017 -0.99837 -0.32257 1.1078 0.8477 2.5014
N 0.91122 1.66086 0.58345 -1.7880 0.2182 0.1442
N 0.25150 0.56909 0.10937 2.1225 -1.9362 -1.4538
O 2.55763 -0.27410 -0.13767 0.7599 -0.0450 -0.3720
O -1.76989 1.06963 1.10042 0.2919 -0.9286 -0.7640
H 1.23111 -1.45911 -1.12842 -0.3727 0.3636 0.0187
H -0.97302 -1.86430 -0.06335 1.1672 -0.1599 0.4825
H -1.39619 -0.87245 -1.32625 0.0267 0.4442 -2.6924
H -2.48454 -1.40861 -0.10589 -2.0439 0.4230 0.3146
H 1.45152 2.19274 -0.03331 0.4034 0.4848 -1.5509
H 1.37460 1.63815 1.44286 0.4250 -0.8061 1.6011

No. 4
13
Properties=species:S:1:pos:R:3:forces:R:3 method="wB97M-V/def2-TZVPD" smiles="[H]/N=C/OCC(N)=O" total_energy_ev=-10283.5273 orbital_gap_ev=10.586 total_charge=0 e_above_lowest_kcal_mol=29.3
N 0.22027 -1.49234 -0.78100 0.0827 -0.0393 -0.0500
C 0.94657 -0.40356 -1.12909 0.0733 -0.0593 -0.0624
O 2.02933 -0.44800 -1.68573 -0.3209 0.0104 0.1558
C 0.28958 0.94150 -0.78949 0.0011 0.0401 -0.1596
O 0.37836 1.24782 0.60977 0.0480 -0.0541 0.0739
C -0.46302 0.69203 1.48014 -0.1779 -0.1324 0.0814
N -1.38455 -0.13076 1.18967 0.2486 0.2715 0.1108
H 0.64616 -2.39958 -0.89083 -0.0450 0.1045 -0.0309
H -0.62714 -1.38028 -0.23439 0.1893 0.0036 -0.0624
H -0.75191 0.98475 -1.12734 0.1198 -0.0678 0.1276
H 0.88280 1.71459 -1.27680 -0.1321 -0.1121 0.0435
H -0.22128 1.05557 2.48202 -0.0945 -0.0323 -0.0974
H -1.88095 -0.40492 2.03416 0.0075 0.0670 -0.1303

No. 5
13
Properties=species:S:1:pos:R:3:forces:R:3 method="wB97M-V/def2-TZVPD" total_energy_ev=-10283.3729 orbital_gap_ev=10.967 total_charge=0 e_above_lowest_kcal_mol=32.9
C -1.92844 -0.01898 -1.30081 -0.1771 -0.1327 -0.1924
O -1.29975 -0.05746 -0.02449 0.2873 -0.0359 0.2642
C 0.03463 -0.02689 -0.05217 0.4434 0.0545 -0.0716
N 0.71421 -0.00775 -1.12193 -0.1406 0.0829 0.1602
N 0.52478 -0.02076 1.25589 0.1076 0.0386 0.2386
C 1.85899 0.03183 1.57211 0.0542 0.0647 0.2855
O 2.28010 0.08481 2.70550 -0.1739 -0.0561 -0.6465
H -2.93647 -0.37996 -1.12422 -0.0925 0.1472 -0.0779
H -1.40899 -0.67932 -1.99233 -0.0403 0.0855 -0.0367
H -1.92268 1.00387 -1.68405 -0.0389 -0.1476 -0.0232
H 1.71150 0.03540 -0.93083 -0.2675 -0.0576 -0.2603
H -0.12021 0.00818 2.03332 -0.1028 -0.0297 -0.1507
H 2.49232 0.02703 0.66403 0.1409 -0.0139 0.5108

No. 6
13
Properties=species:S:1:pos:R:3:forces:R:3 method="wB97M-V/def2-TZVPD" total_energy_ev=-10280.7739 orbital_gap_ev=8.736 total_charge=0 e_above_lowest_kcal_mol=92.8
C 1.65644 -2.10396 -0.56719 -2.5038 -0.4556 4.0782
C 0.17901 2.12751 -0.27592 0.0138 -0.7489 1.3524
C 2.31821 -0.03450 0.51017 0.8126 2.0183 1.1050
N 2.22185 -1.08451 -0.05303 -1.4482 -1.6111 -0.7089
N -3.39848 0.53141 0.32923 -2.0802 -0.1710 -1.2985
O 0.59825 1.76196 -1.26160 0.8414 -0.2621 -3.1194
O -0.20619 2.34647 0.77933 -0.9113 1.0226 1.6482
H 1.95052 -2.50133 -1.43620 1.2479 -1.2215 -3.1377
H 0.80852 -2.67508 0.02457 1.9157 1.4591 -1.1159
H 3.07552 0.13690 1.27867 0.0130 -0.2163 -0.1058
H -3.08624 1.32449 -0.18015 -0.1267 0.4080 -1.2695
H -2.75473 0.51577 1.02805 2.0651 -0.6028 2.8421
H -3.36268 -0.34512 -0.17593 0.1607 0.3813 -0.2702

No. 7
13
Properties=species:S:1:pos:R:3:forces:R:3 method="wB97M-V/def2-TZVPD" total_energy_ev=-10281.1714 orbital_gap_ev=8.936 total_charge=0 e_above_lowest_kcal_mol=83.6
N 1.42720 1.28502 -1.06569 0.1255 0.1840 -0.0333
C 0.52531 0.52086 -0.46775 0.1536 0.2074 -0.4448
O -0.05993 -0.35608 -1.13023 0.5953 0.3490 0.0642
C 0.25491 0.52632 1.02427 -0.0125 0.2246 -0.4108
O 0.12436 -0.84203 1.19225 -0.8894 -0.1844 -0.3124
C -0.93046 -1.30269 0.06428 0.0088 -0.0867 1.1511
N -2.12920 -0.88994 0.05714 0.7711 0.2866 0.7915
H 1.66932 1.01084 -2.00728 0.0906 0.3400 0.0453
H 2.02565 1.89968 -0.53707 -0.1065 -0.0547 -0.1448
H -0.67677 1.06246 1.25326 0.0004 0.0503 -0.1967
H 1.06774 1.02982 1.58263 -0.1754 -0.6813 -0.1243
H -0.53848 -2.28775 -0.14912 -0.0695 -0.2455 -0.0219
H -2.75965 -1.65652 0.18331 -0.4919 -0.3892 -0.3631

No. 8
13
Properties=species:S:1:pos:R:3:forces:R:3 method="wB97M-V/def2-TZVPD" total_energy_ev=-10283.3918 orbital_gap_ev=9.799 total_charge=0 e_above_lowest_kcal_mol=32.4
C -0.66272 0.99348 -0.29901 -0.8360 -2.0666 2.4492
C -0.37512 -0.28599 0.78144 -0.3524 3.2803 -2.4562
C 1.77465 0.07800 -1.15824 2.6071 -2.0461 -0.3994
N -1.00222 -1.40741 0.36829 -0.2866 -0.7705 -0.0404
O 1.81308 -0.98466 -0.66593 -0.9922 1.0516 -0.1275
N 0.19754 -0.16668 1.88610 0.6096 -0.5608 0.8316
O 2.07566 1.01041 -1.77666 -1.0419 0.8643 0.1855
H -1.28252 -1.47030 -0.59605 0.1007 -0.0152 0.1332
H -0.67043 -2.26133 0.79090 -0.1472 -0.0034 0.0017
H 0.71322 0.68706 2.06117 -0.4037 0.1414 -0.2651
H -0.71783 0.76555 -1.36180 0.6680 -0.0668 -0.0035
H -0.15555 1.90228 0.00810 0.3775 -0.1431 -0.3274
H -1.70776 1.13957 -0.03830 -0.3029 0.3350 0.0185

No. 9
13
Properties=species:S:1:pos:R:3:forces:R:3 method="wB97M-V/def2-TZVPD" smiles="N=C=NC=O.CO" total_energy_ev=-10282.0945 orbital_gap_ev=11.110 total_charge=0 e_above_lowest_kcal_mol=62.3
C 2.04245 -0.39718 -0.32638 0.2062 -0.0393 -0.2967
O 1.44496 0.01653 0.89060 -0.1245 -0.2450 0.2401
C -0.84000 0.74104 -0.35969 -0.0674 0.2029 -0.1445
N -0.38980 1.80806 -0.71592 -0.2735 -0.6016 0.1282
N -1.30686 -0.38462 -0.14931 0.1491 0.4323 -0.1451
C -2.59241 -0.57678 0.38740 -0.2224 -0.3455 0.2016
O -2.97372 -1.63868 0.79433 0.2014 0.4665 -0.1934
H 2.95957 -0.97107 -0.14867 -0.1035 0.0600 -0.0276
H 2.29799 0.50751 -0.88609 0.0165 -0.1664 0.0672
H 1.35956 -0.99997 -0.93983 0.0863 0.1150 0.1200
H 0.30157 2.29637 -0.16280 -0.0417 -0.0383 0.0609
H 0.92678 -0.72609 1.23034 0.1572 0.2240 -0.0296
H -3.23009 0.32489 0.38602 0.0163 -0.0647 0.0190

No. 10
13
Properties=species:S:1:pos:R:3:forces:R:3 method="wB97M-V/def2-TZVPD" total_energy_ev=-10276.3401 orbital_gap_ev="7.524 / 7.528" total_charge=0 e_above_lowest_kcal_mol=195.0
C -1.55336 -1.16392 -0.11978 -2.4565 -1.0610 -1.0252
C -2.64537 0.01864 0.07580 1.3506 -0.7672 0.1967
C 2.69335 0.54541 0.18385 3.3833 2.7674 2.8994
N -0.33519 -1.03778 -0.17271 2.8334 0.7836 -1.4161
N 0.60969 -0.44907 0.28431 1.6132 1.6989 2.8085
O -2.21620 1.18025 0.17617 0.2564 1.0782 0.1712
O 1.69035 -0.07000 -0.49338 -2.8053 -1.7391 -2.5659
H -1.93527 -2.16358 -0.27057 -0.2804 -0.1709 0.2710
H -3.37466 -0.28284 -0.66760 -0.7906 -0.1018 -0.5022
H -2.86627 -0.56129 1.02782 -0.4435 -0.0626 0.5239
H 3.72572 0.20637 -0.18456 -1.7368 0.0985 0.2606
H 2.65945 0.33898 1.30053 -0.1034 0.0280 -1.3280
H 2.76241 1.74267 0.12530 -0.8204 -2.5521 -0.2939

No. 11
13
Properties=species:S:1:pos:R:3:forces:R:3 method="wB97M-V/def2-TZVPD" smiles="CC1=N[C@H](O)NO1" total_energy_ev=-10280.9128 orbital_gap_ev=10.328 total_charge=0 e_above_lowest_kcal_mol=89.6
C 0.72927 -0.03982 -0.10558 -0.7432 0.6040 1.2868
C -1.43526 -0.07632 -0.49830 -0.4553 -1.1721 -1.7090
C 2.18607 0.15513 0.09837 1.3595 -0.3939 0.6288
N -0.09982 0.53869 -0.87695 -1.3615 -1.2531 0.2102
N -1.12415 -1.17400 0.51861 2.3008 0.2331 -6.2556
O 0.26553 -0.94092 0.76863 -0.2138 -0.8939 1.0234
O -2.24197 0.81202 0.17461 -0.5735 1.2338 0.5093
H -2.10122 -0.47892 -1.47397 2.2583 0.6961 2.4264
H 2.59576 -0.30602 -0.80641 0.5975 -0.1078 0.3657
H 2.61669 -0.32948 1.07922 -1.1497 0.7387 -2.1322
H 2.51592 1.20183 0.07680 -0.4676 -0.2241 -0.0208
H -1.62467 -1.04417 1.30312 -1.7224 1.0600 3.6937
H -2.28214 1.68198 -0.25817 0.1709 -0.5209 -0.0265

No. 12
13
Properties=species:S:1:pos:R:3:forces:R:3 method="wB97M-V/def2-TZVPD" total_energy_ev=-10277.3484 orbital_gap_ev=9.328 total_charge=0 e_above_lowest_kcal_mol=171.8
C 0.92119 -0.05603 0.44325 -4.6886 0.7480 1.8988
C -0.30944 -1.10246 -0.13850 1.1974 -1.4303 -0.7651
C -0.28448 1.03901 -0.03450 -1.0636 3.0677 1.7076
H 2.85622 -0.45215 -0.45099 -1.1007 0.2179 1.7604
H 1.93158 0.56733 -1.14287 0.3968 0.2326 2.3189
H 0.82156 -0.00919 1.72213 0.5985 -0.3808 -3.8549
H -0.13996 -1.26289 -1.24903 0.3022 -0.6049 1.2859
H -0.61352 -2.07460 0.38307 0.5648 1.5474 -0.4818
H -2.98058 0.75208 0.90699 1.0419 -3.3202 -4.8504
N 2.17006 0.27990 -0.11705 0.7030 -0.4477 -4.3610
N -1.22134 -0.00656 -0.07316 -1.1488 2.5345 0.6026
O -2.74158 0.02033 -0.15184 2.5613 3.1568 4.7473
O -0.40969 2.30522 -0.09752 0.6357 -5.3210 -0.0083